[1]
{
  "formula": "C38H23F5N8O2S2SeY",
  "method": "ωB97M-V/def2-TZVPD",
  "species": ["Y", "N", "C", "C", "C", "C", "C", "C", "S", "N", "C", "C", "C", "C", "C", "C", "N", "H", "H", "H", "H", "H", "H", "H", "H", "H", "O", "S", "O", "N", "C", "C", "C", "C", "C", "C", "C", "C", "N", "C", "C", "C", "C", "C", "C", "C", "H", "H", "H", "H", "H", "H", "H", "H", "H", "H", "H", "Se", "N", "C", "C", "C", "C", "N", "C", "N", "H", "H", "H", "F", "C", "C", "C", "F", "C", "F", "C", "F", "C", "F"],
  "positions_angstrom": [[0.295, -0.005, -0.275], [1.999, 0.533, 4.113], [1.066, 0.268, 5.141], [1.486, 0.135, 6.453], [0.559, -0.149, 7.448], [-0.775, -0.330, 7.124], [-1.189, -0.215, 5.804], [-0.273, 0.107, 4.817], [-0.813, 0.397, 3.163], [0.615, 0.171, 2.251], [1.771, 0.260, 2.800], [2.961, -0.008, 1.940], [4.183, -0.369, 2.486], [5.239, -0.674, 1.638], [5.031, -0.611, 0.278], [3.767, -0.269, -0.187], [2.748, 0.030, 0.616], [2.953, 0.657, 4.402], [2.534, 0.257, 6.699], [0.887, -0.238, 8.474], [-1.497, -0.564, 7.893], [-2.230, -0.363, 5.546], [4.318, -0.473, 3.552], [6.195, -0.970, 2.046], [5.814, -0.844, -0.430], [3.557, -0.240, -1.246], [1.729, -0.064, -2.237], [0.724, 0.296, -3.271], [0.981, 1.486, -4.033], [-0.556, 0.323, -2.355], [-1.872, 0.465, -2.742], [-2.351, 0.724, -3.999], [-3.744, 0.788, -4.226], [-4.641, 0.584, -3.218], [-4.175, 0.297, -1.909], [-5.036, 0.040, -0.821], [-4.507, -0.262, 0.403], [-3.107, -0.299, 0.545], [-2.271, -0.054, -0.440], [-2.791, 0.239, -1.669], [0.604, -1.058, -4.392], [0.613, -2.353, -3.890], [0.477, -3.418, -4.763], [0.338, -3.183, -6.126], [0.347, -1.887, -6.618], [0.480, -0.813, -5.749], [-1.674, 0.901, -4.824], [-4.095, 0.998, -5.227], [-5.706, 0.627, -3.399], [-6.108, 0.076, -0.972], [-5.134, -0.483, 1.254], [-2.671, -0.551, 1.505], [0.740, -2.526, -2.830], [0.479, -4.430, -4.380], [0.229, -4.016, -6.807], [0.252, -1.708, -7.680], [0.502, 0.203, -6.118], [-1.989, 3.364, 1.391], [-1.319, 4.821, 0.630], [-0.281, 4.453, -0.093], [0.571, 5.288, -0.883], [1.582, 4.684, -1.555], [1.781, 3.261, -1.466], [1.037, 2.468, -0.757], [0.007, 3.053, -0.077], [-0.785, 2.286, 0.633], [0.389, 6.353, -0.930], [2.258, 5.249, -2.179], [2.583, 2.804, -2.035], [1.779, -2.575, 1.767], [0.859, -3.175, 0.962], [0.141, -2.407, 0.064], [-0.743, -3.140, -0.705], [-1.499, -2.518, -1.645], [-0.920, -4.514, -0.614], [-1.789, -5.156, -1.400], [-0.173, -5.224, 0.313], [-0.317, -6.540, 0.430], [0.733, -4.545, 1.114], [1.466, -5.217, 2.006]],
  "relative_energy_kj_mol": 0.0,
  "homo_energy_ev": -10.374,
  "gap_ev": 6.343,
  "spin_multiplicity": 1,
  "total_charge": 1
}

***

[2]
{
  "formula": "C38H25GeN8OS2Tl",
  "method": "ωB97M-V/def2-TZVPD",
  "species": ["Tl", "O", "N", "C", "C", "C", "C", "C", "S", "H", "H", "H", "H", "S", "N", "C", "C", "C", "C", "C", "N", "C", "C", "N", "C", "C", "C", "C", "C", "N", "H", "H", "H", "H", "H", "H", "C", "Ge", "C", "C", "C", "C", "C", "C", "C", "C", "C", "C", "C", "C", "C", "C", "C", "C", "C", "C", "H", "H", "H", "H", "H", "H", "H", "H", "H", "H", "H", "H", "H", "H", "H", "N", "C", "N", "C", "N"],
  "positions_angstrom": [[0.747, 0.531, -1.255], [1.984, -1.606, -0.452], [2.995, -2.290, -0.909], [3.714, -2.993, -0.002], [4.825, -3.722, -0.336], [5.221, -3.737, -1.677], [4.482, -3.034, -2.593], [3.332, -2.281, -2.248], [2.420, -1.416, -3.385], [3.323, -2.902, 1.000], [5.362, -4.256, 0.435], [6.096, -4.292, -1.990], [4.754, -3.020, -3.639], [-6.744, -0.565, -3.700], [-6.151, 0.628, -2.755], [-4.908, 0.285, -2.404], [-4.009, 1.024, -1.607], [-4.356, 2.270, -0.966], [-3.472, 2.937, -0.222], [-2.053, 2.461, -0.075], [-1.796, 1.133, -0.629], [-2.712, 0.527, -1.336], [-2.342, -0.814, -1.884], [-1.117, -1.280, -1.602], [-0.738, -2.463, -2.058], [-1.567, -3.273, -2.831], [-2.825, -2.809, -3.139], [-3.230, -1.563, -2.668], [-4.541, -1.005, -2.949], [-5.468, -1.588, -3.666], [-5.368, 2.642, -1.077], [-3.760, 3.849, 0.282], [-1.388, 3.177, -0.594], [0.275, -2.758, -1.808], [-1.210, -4.230, -3.185], [-3.515, -3.384, -3.745], [0.768, 1.436, 1.456], [2.395, 2.578, 1.445], [3.232, 2.239, 3.198], [2.504, 1.616, 4.212], [3.078, 1.375, 5.454], [4.389, 1.754, 5.704], [5.129, 2.374, 4.706], [4.550, 2.610, 3.465], [3.674, 1.976, 0.099], [4.232, 0.702, 0.205], [5.082, 0.213, -0.777], [5.383, 0.993, -1.884], [4.842, 2.266, -1.999], [3.995, 2.752, -1.014], [2.071, 4.502, 1.252], [1.273, 4.925, 0.188], [0.939, 6.263, 0.033], [1.392, 7.201, 0.950], [2.173, 6.794, 2.022], [2.505, 5.454, 2.173], [1.482, 1.312, 4.019], [2.497, 0.889, 6.228], [4.835, 1.565, 6.674], [6.155, 2.669, 4.893], [5.143, 3.079, 2.686], [3.973, 0.074, 1.050], [5.486, -0.790, -0.692], [6.019, 0.599, -2.667], [5.064, 2.874, -2.869], [3.564, 3.743, -1.121], [0.896, 4.196, -0.521], [0.307, 6.569, -0.793], [1.121, 8.244, 0.839], [2.517, 7.521, 2.749], [3.103, 5.144, 3.024], [-4.309, 4.015, 2.814], [-3.313, 3.448, 2.589], [-2.164, 2.837, 2.513], [-1.526, 2.474, 1.389], [-0.313, 2.052, 1.485]],
  "relative_energy_kj_mol": 80.4,
  "homo_energy_ev": -1.049,
  "gap_ev": 5.138,
  "spin_multiplicity": 1,
  "total_charge": -2
}

***

[3]
{
  "formula": "C38H26N10S2Sn",
  "method": "ωB97M-V/def2-TZVPD",
  "species": ["Sn", "C", "C", "C", "C", "C", "N", "C", "C", "C", "C", "C", "C", "C", "C", "N", "C", "N", "C", "N", "C", "N", "C", "N", "C", "N", "C", "C", "C", "C", "C", "C", "C", "C", "C", "C", "C", "C", "C", "C", "N", "H", "H", "H", "H", "H", "H", "H", "H", "H", "H", "H", "H", "H", "H", "H", "H", "S", "C", "N", "C", "C", "S", "H", "H", "H", "H", "H", "C", "C", "C", "N", "H", "H", "H", "H", "H"],
  "positions_angstrom": [[1.146, 1.238, -0.770], [-2.034, 5.723, 3.211], [-1.303, 5.156, 4.219], [-0.497, 4.025, 4.015], [-0.276, 3.630, 2.719], [0.274, 2.465, 2.095], [0.728, 1.421, 2.759], [0.998, 0.230, 2.320], [1.383, -0.883, 3.151], [1.532, -1.083, 4.512], [1.884, -2.322, 5.008], [2.052, -3.388, 4.139], [1.834, -3.248, 2.768], [1.510, -2.003, 2.300], [1.215, -1.545, 0.980], [1.180, -2.402, -0.040], [0.777, -2.042, -1.253], [0.352, -0.773, -1.594], [-0.283, -0.862, -2.802], [-1.023, 0.009, -3.434], [-1.227, 1.248, -2.999], [-0.712, 1.824, -1.888], [-1.237, 3.111, -1.757], [-1.128, 3.977, -0.755], [-0.639, 3.606, 0.419], [0.079, 2.502, 0.746], [-0.957, 4.304, 1.645], [-1.874, 5.317, 1.870], [-2.112, 3.366, -2.890], [-2.908, 4.447, -3.258], [-3.788, 4.285, -4.338], [-3.847, 3.045, -4.993], [-2.996, 2.017, -4.689], [-2.121, 2.185, -3.603], [-0.260, -2.219, -3.217], [-0.703, -2.790, -4.391], [-0.480, -4.146, -4.576], [0.038, -4.937, -3.545], [0.431, -4.365, -2.306], [0.384, -2.967, -2.243], [0.919, -0.223, 1.016], [-2.684, 6.569, 3.468], [-1.409, 5.589, 5.208], [-0.017, 3.530, 4.867], [1.422, -0.232, 5.186], [2.155, -2.398, 6.052], [2.404, -4.346, 4.524], [2.008, -4.095, 2.084], [-2.503, 5.691, 1.060], [-2.883, 5.395, -2.714], [-4.404, 5.098, -4.769], [-4.596, 2.937, -5.776], [-2.890, 1.205, -5.384], [-1.208, -2.177, -5.116], [-0.731, -4.590, -5.496], [0.151, -6.015, -3.725], [0.752, -5.012, -1.469], [3.681, 0.975, -2.507], [4.672, 0.386, -1.284], [5.500, -0.629, -1.554], [6.451, -1.071, -0.550], [6.227, -0.217, 0.649], [4.795, 0.823, 0.433], [5.504, -1.025, -2.490], [7.482, -1.103, -0.936], [6.297, -2.174, -0.300], [7.051, 0.441, 0.701], [6.053, -0.760, 1.599], [-4.635, -3.852, 1.633], [-3.835, -3.269, 2.813], [-2.932, -2.216, 2.369], [-2.077, -1.517, 2.024], [-5.108, -4.817, 1.901], [-3.918, -4.014, 0.811], [-5.409, -3.193, 1.242], [-3.242, -4.032, 3.343], [-4.432, -2.819, 3.552]],
  "relative_energy_kj_mol": 6.5,
  "homo_energy_ev": [-6.096, -6.179],
  "gap_ev": [4.869, 4.976],
  "spin_multiplicity": 1,
  "total_charge": 0
}

***

Number 1: energy -5785.83969 hartree. Number 2: energy -5022.12341 hartree. Number 3: energy -3021.96804 hartree.